# 1
Computed, not measured: 14 unconnected molecules or ions with the total composition H27O14 at a distorted geometry, with ωB97M-V with the def2-TZVPD basis set.

Geometry as ORCA input:
```
! wB97M-V def2-TZVPD RIJCOSX def2/J DEFGRID3
* xyz -1 1
O 0.619 4.658 -1.831
H -0.299 0.872 1.204
O 2.131 -0.915 0.135
H -4.138 -0.130 2.138
H -1.299 1.912 0.502
O 0.787 -2.613 -3.666
H -2.293 2.618 -0.576
H -0.982 -4.149 -1.579
O -0.207 -4.411 -1.080
H -2.541 0.531 -0.820
H -0.192 -4.057 -0.193
O -2.512 0.140 0.054
H 0.237 4.061 -2.474
H 1.989 -0.702 0.998
O -4.511 0.166 3.127
H 3.607 -1.267 0.893
H -0.511 -1.439 4.687
O 4.450 -1.139 1.218
H -0.509 -0.647 1.372
H -3.735 -0.152 3.738
O -1.534 2.854 0.163
H 0.377 -3.040 -2.933
H -1.951 1.827 -2.934
O -0.342 -0.798 -0.696
H -0.369 -1.494 -1.339
H 1.522 -2.017 -3.250
O 2.852 -0.182 3.122
H 2.099 0.408 2.771
H 2.969 -0.959 2.602
O -0.175 -0.661 4.285
H 4.968 -0.377 0.855
H 0.727 3.946 -1.134
O 0.118 0.105 1.523
H 1.672 0.959 -2.122
H -0.233 -0.300 3.416
O -2.865 1.876 -2.766
H -1.668 -0.322 -0.161
H -3.273 2.642 -2.900
O 2.293 1.564 -2.707
H 1.171 -1.119 -0.258
H 1.554 1.753 -3.384
*
```

**LUMO energy**: 2.134 eV
**Total energy**: -29102.0815 eV
**ΔE to the lowest compared entry with this formula, charge and spin**: 5.586 eV
**HOMO-LUMO gap**: 8.66 eV



# 2
Computed, not measured: 2 unconnected molecules or ions with the total composition C2H9NOS2 at a distorted geometry, with ωB97M-V with the def2-TZVPD basis set.

Geometry as ORCA input:
```
! wB97M-V def2-TZVPD RIJCOSX def2/J DEFGRID3
* xyz 1 2
C 2.272 -0.578 -0.235
S 2.563 1.163 -0.531
S 0.875 2.098 0.085
H 1.703 -1.008 -1.057
H 3.248 -1.039 -0.098
H 1.712 -0.716 0.687
H 0.741 2.773 -1.077
N -1.502 0.155 1.249
C -2.043 -0.483 0.073
O -1.039 -0.912 -0.870
H -1.978 -0.210 2.059
H -0.520 0.223 1.180
H -2.772 0.038 -0.543
H -2.567 -1.415 0.307
H -0.692 -0.091 -1.228
*
```

**LUMO energy (alpha / beta)**: -4.978 / -8.656 eV
**Total energy**: -27418.5150 eV
**Expectation value of S²**: 0.754
**ΔE to the lowest compared entry with this formula, charge and spin**: 1.123 eV
**HOMO-LUMO gap (alpha / beta)**: 7.88 / 4.10 eV